The following is a DFT calculation (ωB97M-V with the def2-TZVPD basis set) of 10 unconnected molecules or ions with the total composition C48H102F9N5O8.

Last columns: bonded neighbours and bond lengths (Å).
Element x y z (Å)
1 C -5.91995 23.88782 -17.15258  C2 1.527, H8 1.090, H9 1.090, H10 1.090
2 C -4.59142 24.48229 -16.68978  C1 1.527, N3 1.485, H11 1.090, H12 1.090
3 N -4.33581 24.26873 -15.24293  C2 1.485, C4 1.493, C6 1.465
4 C -2.99580 24.77577 -14.82462  N3 1.493, C5 1.495, H13 1.090, H14 1.090
5 C -3.04297 26.26608 -14.71015  C4 1.495, H15 1.090, H16 1.090, H17 1.090
6 C -4.57288 22.92372 -14.71159  N3 1.465, C7 1.531, H18 1.090, H19 1.090
7 C -3.62586 21.78596 -15.10187  C6 1.531, H20 1.090, H21 1.090, H22 1.090
8 H -5.88746 22.79973 -17.20822  C1 1.090
9 H -6.05826 24.25995 -18.16770  C1 1.090
10 H -6.81697 24.11709 -16.57737  C1 1.090
11 H -3.83217 24.13254 -17.38929  C2 1.090
12 H -4.61758 25.54622 -16.92532  C2 1.090
13 H -2.59563 24.36370 -13.89824  C4 1.090
14 H -2.20329 24.54273 -15.53576  C4 1.090
15 H -2.18284 26.59943 -14.12951  C5 1.090
16 H -3.09313 26.81195 -15.65228  C5 1.090
17 H -3.94170 26.62311 -14.20725  C5 1.090
18 H -5.61073 22.67105 -14.92868  C6 1.090
19 H -4.43867 23.10732 -13.64558  C6 1.090
20 H -2.60825 21.75181 -14.71277  C7 1.090
21 H -3.61809 21.48079 -16.14825  C7 1.090
22 H -4.11289 20.98691 -14.54292  C7 1.090
23 C -4.36854 17.43467 -14.02193  C24 1.497, H30 1.090, H31 1.090, H32 1.090
24 C -3.30870 16.69718 -14.77920  C23 1.497, N25 1.497, H33 1.090, H34 1.090
25 N -1.94070 17.11849 -14.34174  C24 1.497, C26 1.480, C28 1.489
26 C -1.60542 18.54117 -14.57116  N25 1.480, C27 1.558, H35 1.090, H36 1.090
27 C -0.26204 19.05154 -13.96810  C26 1.558, H37 1.090, H38 1.090, H39 1.090
28 C -0.88352 16.34008 -15.04464  N25 1.489, C29 1.547, H40 1.090, H41 1.090
29 C -1.07645 14.80707 -14.97151  C28 1.547, H42 1.090, H43 1.090, H44 1.090
30 H -5.30588 16.99840 -14.36713  C23 1.090
31 H -4.46349 18.49423 -14.25950  C23 1.090
32 H -4.27726 17.22275 -12.95663  C23 1.090
33 H -3.49179 15.64310 -14.57061  C24 1.090
34 H -3.37549 16.89256 -15.84947  C24 1.090
35 H -1.72967 18.87173 -15.60236  C26 1.090
36 H -2.48721 19.06971 -14.20896  C26 1.090
37 H -0.05658 20.12006 -13.90361  C27 1.090
38 H -0.12767 18.45468 -13.06598  C27 1.090
39 H 0.68515 18.71351 -14.38840  C27 1.090
40 H 0.16544 16.47271 -14.77969  C28 1.090
41 H -0.95178 16.61167 -16.09805  C28 1.090
42 H -0.27029 14.36104 -15.55398  C29 1.090
43 H -1.97274 14.69814 -15.58214  C29 1.090
44 H -1.17280 14.39116 -13.96859  C29 1.090
45 C 0.16930 11.76077 -19.68410  C46 1.543, H52 1.090, H53 1.090, H54 1.090
46 C -1.14678 12.13104 -20.40026  C45 1.543, N47 1.450, H55 1.090, H56 1.090
47 N -2.36819 11.55343 -19.87440  C46 1.450, C48 1.519, C50 1.526
48 C -2.51472 10.08336 -20.22555  N47 1.519, C49 1.516, H57 1.090, H58 1.090
49 C -2.25091 9.71434 -21.67214  C48 1.516, H59 1.090, H60 1.090, H61 1.090
50 C -2.51358 11.81349 -18.37805  N47 1.526, C51 1.580, H62 1.090, H63 1.090
51 C -2.53256 13.37985 -18.16802  C50 1.580, H64 1.090, H65 1.090, H66 1.090
52 H 0.98808 12.35210 -20.09401  C45 1.090
53 H 0.32565 10.68827 -19.79985  C45 1.090
54 H 0.18089 12.01504 -18.62424  C45 1.090
55 H -1.26353 13.21350 -20.34806  C46 1.090
56 H -1.02425 11.89922 -21.45825  C46 1.090
57 H -1.78963 9.60169 -19.56956  C48 1.090
58 H -3.51179 9.65021 -20.14592  C48 1.090
59 H -2.87988 8.88960 -22.00722  C49 1.090
60 H -2.58757 10.55798 -22.27463  C49 1.090
61 H -1.20376 9.47124 -21.85235  C49 1.090
62 H -1.67238 11.41315 -17.81216  C50 1.090
63 H -3.44293 11.33548 -18.06838  C50 1.090
64 H -3.14287 13.82856 -18.95178  C51 1.090
65 H -1.48391 13.66779 -18.24244  C51 1.090
66 H -2.91291 13.60510 -17.17169  C51 1.090
67 C -6.94532 12.84921 -9.72718  C68 1.553, H74 1.090, H75 1.090, H76 1.090
68 C -5.83153 13.72168 -9.08672  C67 1.553, N69 1.403, H77 1.090, H78 1.090
69 N -5.13598 14.58976 -9.94110  C68 1.403, C70 1.477, C72 1.517
70 C -5.94474 15.71761 -10.44768  N69 1.477, C71 1.570, H79 1.090, H80 1.090
71 C -6.24943 16.81891 -9.37034  C70 1.570, H81 1.090, H82 1.090, H83 1.090
72 C -4.57755 13.76129 -11.08200  N69 1.517, C73 1.481, H84 1.090, H85 1.090
73 C -3.37528 14.35609 -11.71038  C72 1.481, H86 1.090, H87 1.090, H88 1.090
74 H -7.63078 13.43817 -10.33659  C67 1.090
75 H -7.34622 12.29208 -8.88043  C67 1.090
76 H -6.61516 12.02094 -10.35413  C67 1.090
77 H -6.16912 14.14488 -8.14066  C68 1.090
78 H -5.04803 13.11171 -8.63709  C68 1.090
79 H -6.92980 15.41616 -10.80387  C70 1.090
80 H -5.57797 16.24053 -11.33093  C70 1.090
81 H -6.39438 16.41187 -8.36962  C71 1.090
82 H -7.07034 17.50151 -9.59003  C71 1.090
83 H -5.30280 17.34355 -9.24097  C71 1.090
84 H -4.36731 12.74460 -10.74994  C72 1.090
85 H -5.43184 13.79111 -11.75831  C72 1.090
86 H -3.74254 15.21248 -12.27591  C73 1.090
87 H -2.52014 14.57667 -11.07149  C73 1.090
88 H -2.96136 13.59477 -12.37158  C73 1.090
89 C 0.56602 22.74704 -14.17634  C90 1.529, H96 1.090, H97 1.090, H98 1.090
90 C 1.55082 22.76900 -15.34541  C89 1.529, N91 1.465, H99 1.090, H100 1.090
91 N 1.84527 21.45180 -15.91571  C90 1.465, C92 1.470, C94 1.402
92 C 0.99349 21.29022 -17.10282  N91 1.470, C93 1.534, H101 1.090, H102 1.090
93 C 0.95068 19.89901 -17.74697  C92 1.534, H103 1.090, H104 1.090, H105 1.090
94 C 3.20563 21.17010 -16.10281  N91 1.402, C95 1.438, H106 1.090, H107 1.090
95 C 4.04490 20.99469 -14.94785  C94 1.438, H108 1.090, H109 1.090, H110 1.090
96 H 0.84065 21.99555 -13.43610  C89 1.090
97 H -0.41745 22.41917 -14.51306  C89 1.090
98 H 0.62146 23.64590 -13.56228  C89 1.090
99 H 1.13469 23.40942 -16.12310  C90 1.090
100 H 2.49115 23.20287 -15.00537  C90 1.090
101 H 0.00615 21.52009 -16.70232  C92 1.090
102 H 1.03898 21.99862 -17.92998  C92 1.090
103 H 1.08247 19.20233 -16.91910  C93 1.090
104 H -0.02067 19.56640 -18.11295  C93 1.090
105 H 1.70229 19.76557 -18.52504  C93 1.090
106 H 3.63374 22.01257 -16.64602  C94 1.090
107 H 3.25527 20.29068 -16.74488  C94 1.090
108 H 3.62549 21.45022 -14.05080  C95 1.090
109 H 5.03137 21.43179 -15.10244  C95 1.090
110 H 4.15614 19.91552 -14.84238  C95 1.090
111 C 0.39643 16.83535 -19.34119  C112 1.529, H120 1.090, H121 1.090, H122 1.090
112 C 1.78079 16.43537 -19.85294  C111 1.529, O113 1.425, H123 1.090, H124 1.090
113 O 2.03485 15.15639 -19.27854  C112 1.425, C114 1.388
114 C 3.32836 14.65578 -19.22530  O113 1.388, O115 1.251, C116 1.565
115 O 4.35429 15.29393 -19.54919  C114 1.251
116 C 3.43128 13.22493 -18.60020  C114 1.565, F117 1.307, F118 1.416, F119 1.314
117 F 2.33443 12.95638 -17.94202  C116 1.307
118 F 3.54979 12.24883 -19.61907  C116 1.416
119 F 4.48727 13.02873 -17.84310  C116 1.314
120 H -0.38085 16.40051 -19.96958  C111 1.090
121 H 0.21665 17.88900 -19.55477  C111 1.090
122 H 0.33211 16.62399 -18.27382  C111 1.090
123 H 2.47775 17.22797 -19.58067  C112 1.090
124 H 1.75219 16.35177 -20.93935  C112 1.090
125 C -7.94450 20.28152 -18.54340  C126 1.575, H134 1.090, H135 1.090, H136 1.090
126 C -7.51322 18.78554 -18.78291  C125 1.575, O127 1.438, H137 1.090, H138 1.090
127 O -6.13711 18.72263 -19.19449  C126 1.438, C128 1.357
128 C -5.23469 18.56286 -18.19394  O127 1.357, O129 1.268, C130 1.600
129 O -5.50147 18.54803 -16.95449  C128 1.268
130 C -3.73044 18.50051 -18.73418  C128 1.600, F131 1.324, F132 1.312, F133 1.362
131 F -3.77177 18.75779 -20.03240  C130 1.324
132 F -3.02252 19.42387 -18.12739  C130 1.312
133 F -3.30757 17.22771 -18.49496  C130 1.362
134 H -9.03192 20.33523 -18.59577  C125 1.090
135 H -7.46780 20.81058 -19.36861  C125 1.090
136 H -7.62112 20.79091 -17.63563  C125 1.090
137 H -8.13078 18.36743 -19.57783  C126 1.090
138 H -7.70102 18.05484 -17.99620  C126 1.090
139 C 2.75670 14.24583 -13.47875  C140 1.644, H148 1.090, H149 1.090, H150 1.090
140 C 3.21229 13.94510 -15.02931  C139 1.644, O141 1.414, H151 1.090, H152 1.090
141 O 4.24989 14.82716 -15.41133  C140 1.414, C142 1.407
142 C 3.99706 16.01272 -16.12526  O141 1.407, O143 1.274, C144 1.511
143 O 2.90317 16.53189 -16.52151  C142 1.274
144 C 5.31279 16.72056 -16.35081  C142 1.511, F145 1.337, F146 1.365, F147 1.376
145 F 5.86464 16.34267 -17.50857  C144 1.337
146 F 5.11493 18.07053 -16.38625  C144 1.365
147 F 6.21098 16.45835 -15.34212  C144 1.376
148 H 2.04213 13.50279 -13.12467  C139 1.090
149 H 2.24520 15.17463 -13.22618  C139 1.090
150 H 3.59348 14.09550 -12.79660  C139 1.090
151 H 2.33036 14.09171 -15.65284  C140 1.090
152 H 3.54784 12.92213 -15.19978  C140 1.090
153 C 0.16195 16.60577 -10.39619  C154 1.491, H157 1.090, H158 1.090, H159 1.090
154 C -1.00258 17.44334 -9.98892  C153 1.491, O155 1.249, C156 1.544
155 O -1.00717 18.07240 -8.90992  C154 1.249
156 C -2.19127 17.53255 -10.96959  C154 1.544, H160 1.090, H161 1.090, H162 1.090
157 H 1.06884 16.91781 -9.87825  C153 1.090
158 H 0.42568 16.85319 -11.42445  C153 1.090
159 H -0.05144 15.55538 -10.19812  C153 1.090
160 H -2.13078 16.59231 -11.51766  C156 1.090
161 H -2.25327 18.34806 -11.69015  C156 1.090
162 H -3.15724 17.39173 -10.48465  C156 1.090
163 C 2.77250 18.97231 -12.44078  C164 1.593, H167 1.090, H168 1.090, H169 1.090
164 C 4.21837 18.34349 -12.21497  C163 1.593, O165 1.200, C166 1.516
165 O 4.41577 17.16203 -12.28969  C164 1.200
166 C 5.24209 19.38272 -11.80261  C164 1.516, H170 1.090, H171 1.090, H172 1.090
167 H 2.69666 20.04479 -12.26154  C163 1.090
168 H 1.99972 18.52628 -11.81472  C163 1.090
169 H 2.38085 18.74553 -13.43238  C163 1.090
170 H 5.04957 20.02544 -10.94357  C166 1.090
171 H 5.53052 20.07000 -12.59794  C166 1.090
172 H 6.09030 18.90076 -11.31646  C166 1.090

As for the total charge: 0. For the maximum force, the calculation gives 5.7 eV/Å. Its SMILES is CCOC(=O)C(F)(F)F.CCOC(=O)C(F)(F)F.CCOC(=O)C(F)(F)F.CCN(CC)CC.CCN(CC)CC.CCN(CC)CC.CCN(CC)CC.CCN(CC)CC.CC(C)=O.CC(C)=O. The value obtained for the LUMO energy is 0.3 eV. The HOMO-LUMO gap comes out at 0.316 Eh. The HOMO energy comes out at -8.24 eV. As for the relative energy (zero: lowest compared OMol25 entry of this formula, charge and spin): 2.986 eV.